Below is a molecular structure, C35H30F3N4O6ReSTe, with properties calculated with wB97M-V/def2-TZVPD.

The geometry in XYZ format:
```
81
C35H30F3N4O6ReSTe wB97M-V/def2-TZVPD
Re -0.32978 -1.21703 0.04914
Te 1.48166 -3.03214 -1.23845
S -1.82672 -0.80166 2.42130
F -3.08757 -4.25026 1.57221
F -1.01897 -4.31211 0.90864
F -2.50223 -5.54485 -0.07588
O -1.66442 -0.11878 3.65322
O 2.47641 -0.24615 -1.43050
O -1.00916 -2.00288 2.12388
O -3.70583 -3.27809 -1.05762
O 1.14031 -0.22474 2.92785
O -1.73450 -2.30838 -0.72185
N 1.43570 -0.42281 0.61643
N -0.40810 0.39403 -1.30960
N -1.37775 0.02456 1.06017
N 2.86712 0.81875 1.82536
C 5.60114 1.99635 0.40401
C 2.38643 0.05827 -0.26097
C -4.19718 -0.91327 1.01330
C 0.38197 -4.79476 -1.69461
C -1.02275 1.48681 -0.71926
C -6.18890 -1.91414 1.94960
C 1.85541 3.21570 0.70940
C 6.65194 -0.51847 -0.09763
C 1.62066 -2.55911 -3.30519
C -4.15884 -1.81847 3.26071
C -2.17318 2.37196 1.21935
C -5.48189 -2.18119 3.12587
C 1.75898 0.04408 1.93504
C -0.56687 2.83278 -2.65803
C -7.62415 -2.33416 1.82032
C 2.53639 4.03191 -1.85229
C 5.28003 -0.34882 0.00255
C -2.26371 3.62036 0.56589
C 3.25322 1.09451 0.45786
C 4.74590 0.91114 0.24871
C 0.01106 1.73953 -3.24029
C -5.53217 -1.27357 0.90682
C -3.52079 -1.19164 2.19070
C 7.50199 0.56742 0.05742
C 0.07897 0.53549 -2.52974
C 2.71784 2.43905 -0.05444
C -2.64912 -3.24137 -0.50937
C -2.29551 -4.35946 0.50478
C 1.68829 4.81736 -1.07925
C 6.97465 1.82446 0.31159
C -1.11848 2.72682 -1.36261
C -1.75361 3.79878 -0.68866
C 1.34708 4.40487 0.19866
C -1.56325 1.32759 0.58349
C 3.04594 2.84818 -1.34508
H -6.06322 -1.06791 -0.01330
H 3.25043 1.28807 2.62869
H 2.18435 -1.63636 -3.40334
H 7.63178 2.67487 0.43557
H 1.57201 2.90073 1.70570
H -2.74620 4.44219 1.07669
H -3.62241 -2.01588 4.18009
H 1.30881 5.75315 -1.46931
H -8.08522 -1.90722 0.93196
H 8.57260 0.43356 -0.02072
H 0.63110 -2.47955 -3.75052
H 7.05817 -1.50170 -0.29481
H 4.62910 -1.20735 -0.11679
H -1.82371 4.75791 -1.18467
H -0.61284 3.78115 -3.17879
H 0.68961 5.00941 0.80987
H -2.57428 2.24147 2.21632
H 0.90188 -5.28030 -2.51705
H 2.81030 4.34896 -2.85048
H 0.55382 -0.33200 -2.95466
H 2.16429 -3.37456 -3.77567
H -3.70057 -0.44084 0.17782
H -5.98320 -2.67509 3.94880
H -0.63096 -4.54118 -1.99642
H 3.70919 2.23849 -1.94608
H 0.43685 1.78372 -4.23191
H -7.69386 -3.42089 1.74816
H -8.20058 -2.02664 2.69286
H 5.19535 2.98310 0.59057
H 0.37374 -5.45178 -0.83154
```

As for the total charge: +1. Its LUMO energy (spin up / spin down) is -0.165 / -0.156 Eh. Its orbital gap (spin up / spin down) is 7.030 / 7.271 eV. The calculation puts the HOMO energy (spin up / spin down) at -11.53 / -11.51 eV. The spin multiplicity is 2. The energy above the lowest of the compared OMol25 structures with the same formula, charge and spin comes out at 0.0 kcal per mole.

Here are the Löwdin charges for atoms 1 to 4, given in e: number 1, Re, carries 1.462; number 2, Te, carries 1.386; number 3, S, carries 0.695; number 4, F, carries 0.183


Below is 2 unconnected molecules or ions with the total composition C35H30F3Si, with properties calculated with wB97M-V/def2-TZVPD.

The geometry in XYZ format:
```
69
C35H30F3Si wB97M-V/def2-TZVPD
Si 1.85996 -0.31023 1.63597
F -7.66507 1.22167 -1.07568
F -7.81529 2.22794 -3.03489
F -6.65755 3.16301 -1.40068
C -0.46139 1.10595 -3.82633
C -0.95270 -0.61820 -0.90264
C -3.53831 1.31701 -3.42073
C 4.87474 -2.30851 3.66223
C -1.49475 -2.54926 3.96969
C 3.07235 1.97524 2.81997
C 0.86666 3.63616 2.35148
C -2.01548 -0.66360 -2.98776
C -0.06200 -1.24836 -4.36381
C 0.76605 1.42639 -4.39533
C -3.30287 -0.03393 -3.01856
C 1.93913 1.46388 2.17022
C 0.55069 -1.18101 2.63017
C -5.72390 1.24519 -2.42773
C 4.54515 -1.08231 1.16548
C 5.94684 -2.25975 2.76360
C -4.70617 1.96752 -3.05804
C 1.58822 0.42606 -4.92097
C -0.90281 -0.24392 -3.79362
C -1.28198 -1.19034 4.21713
C -0.25041 -0.50200 3.55753
C 0.83782 2.30079 1.93053
C 1.99223 4.14433 3.00937
C 1.17536 -0.91370 -4.89720
C 5.77565 -1.65183 1.51616
C -5.60780 -0.13547 -2.22751
C -6.95617 1.95595 -1.98830
C 3.46891 -1.12907 2.06559
C 3.63803 -1.74373 3.31560
C 0.25321 -1.14621 -0.58298
C 0.36534 -2.55437 2.41773
C 1.48190 -0.37530 -0.20877
C 3.09581 3.31335 3.23915
C -4.42288 -0.76253 -2.52923
C -0.66133 -3.23514 3.08511
H 1.01606 -3.09687 1.73170
H 0.00518 4.27686 2.16343
H 6.91117 -2.70079 3.03739
H 2.38149 -0.81592 -0.67319
H -2.03150 -1.72033 -2.70029
H -1.85089 -1.23998 -0.77296
H 1.06476 2.47449 -4.41044
H 2.80740 -1.78334 4.02492
H -0.80551 -4.29711 2.89872
H 3.98534 3.70083 3.74280
H -4.33260 -1.83640 -2.35792
H -1.05065 0.46830 -1.02199
H 4.42876 -0.59718 0.19564
H -0.04929 1.91227 1.42577
H 1.82145 -1.69178 -5.30286
H -1.91491 -0.64568 4.91823
H 4.99124 -2.78576 4.63598
H -6.45868 -0.68788 -1.86267
H -1.04133 1.88364 -3.32341
H 3.93269 1.32660 3.00927
H 6.60359 -1.61569 0.80632
H -0.38261 -2.29291 -4.32875
H 0.39702 -2.22648 -0.65311
H 1.41006 0.66865 -0.55395
H 2.01602 5.18688 3.34254
H -4.84296 3.02271 -3.30722
H -2.78548 1.87345 -3.98799
H -2.31560 -3.07065 4.47411
H 2.53970 0.70509 -5.38426
H -0.06508 0.55327 3.77221
```

As for the total charge: +1. Its LUMO energy is -0.215 Eh. Its orbital gap is 5.335 eV. The calculation puts the HOMO energy at -11.18 eV.

Here are the Löwdin charges for atoms 1 to 4, given in e: number 1, Si, carries 0.690; number 2, F, carries 0.127; number 3, F, carries 0.130; number 4, F, carries 0.128


Below is a molecular structure, C35H30N11O6SbSe4Ti, with properties calculated with wB97M-V/def2-TZVPD.

The geometry in XYZ format:
```
88
C35H30N11O6SbSe4Ti wB97M-V/def2-TZVPD
Sb -6.22274 1.35199 0.29663
Se -4.78705 -2.13799 -0.73179
Se -4.93693 2.00114 2.53162
Se -4.03182 0.05991 -0.92409
Se -6.48171 3.39942 -0.89800
Ti -3.07441 1.01661 1.14532
O -1.19262 1.15854 1.07521
O -3.52435 -0.73841 2.08970
O 3.29986 5.41755 1.49917
O -3.08342 2.66222 0.25061
O 3.00573 -2.47322 -3.36405
O 1.70674 6.66031 0.76986
N 2.16307 5.57717 1.08511
N -1.84193 1.13441 4.06714
N -1.21022 -1.74335 0.62304
N 0.26321 3.45278 -4.69692
N -3.42779 -1.60501 4.14317
N -0.93614 2.52453 -3.03049
N 1.06567 2.75369 -3.86638
N 3.64178 -3.38289 -5.25880
N 0.47631 -2.93244 1.32454
N -0.57906 -3.77786 1.35758
N 3.61912 -4.37111 -4.28290
C 0.90495 2.10721 1.52617
C 2.67431 -5.55832 0.60841
C 1.75765 3.19393 1.53274
C -5.55644 -1.61827 2.95666
C 2.55869 -3.63803 -0.81910
C 2.80780 1.53570 -6.41603
C -1.80081 0.11130 4.91876
C 0.07341 -1.73218 0.87130
C -1.36426 1.56289 6.76685
C 2.47749 2.60922 -4.16850
C -1.57024 -3.01656 0.93278
C -4.11031 -1.28223 3.03364
C 3.01042 0.42337 -7.22224
C 3.24758 -3.79740 -3.19290
C -1.64911 2.36061 4.54364
C -0.92420 3.28511 -4.15233
C -2.02386 -1.26332 4.33305
C -1.56816 0.28230 6.27754
C -1.40109 2.62586 5.88248
C 3.37671 -5.73603 -1.68260
C 3.10148 -0.96728 -5.27037
C 3.26618 -2.29494 -4.68376
C 0.32969 2.20752 -2.88506
C -0.41963 2.22480 1.09086
C -0.03378 4.58559 0.66448
C 2.37343 -4.21690 0.43049
C 2.89835 0.14670 -4.46542
C 1.82574 -3.38793 1.56685
C 3.17885 -6.31399 -0.44342
C 3.05647 -4.39225 -1.87233
C 1.26428 4.42096 1.09258
C -0.91304 3.49304 0.65677
C -2.25549 3.63687 0.21649
C 3.15502 -0.82976 -6.65547
C 2.74579 1.40359 -5.03512
H -1.54201 -1.31463 3.35648
H 2.29900 -2.59792 -0.97676
H 2.77984 3.11408 1.86896
H 3.30775 -1.70843 -7.26692
H 3.04426 0.53478 -8.29782
H -1.58627 -2.02273 4.98104
H 2.50928 -6.01687 1.57586
H 0.75353 1.60415 -2.09708
H -5.76167 -1.95105 1.93623
H 0.73781 -0.88952 0.75568
H -2.58673 -3.36194 0.81793
H -1.54466 -0.57699 6.93626
H 1.24094 1.13744 1.87048
H 3.02916 2.55731 -3.22959
H -1.24753 3.64356 6.21353
H 2.42848 -2.48733 1.70010
H -1.70468 3.16804 3.82182
H -1.80952 3.73023 -4.57562
H 2.84936 0.02926 -3.38932
H -6.09667 -0.68267 3.12500
H -2.62560 4.58629 -0.16238
H 3.41120 -7.36010 -0.29395
H 3.76089 -6.30968 -2.51480
H 2.77134 3.52110 -4.68415
H -3.94589 -2.00223 4.90778
H 2.67460 2.51391 -6.86159
H -1.18012 1.72543 7.82126
H -0.36920 5.55709 0.32927
H -5.85206 -2.36715 3.69116
H 1.84995 -3.95259 2.49795
```

As for the total charge: -1. Its LUMO energy (spin up / spin down) is 0.050 / 0.050 Eh. Its orbital gap (spin up / spin down) is 5.031 / 5.074 eV. The calculation puts the HOMO energy (spin up / spin down) at -3.67 / -3.71 eV. The spin multiplicity is 2. The energy above the lowest of the compared OMol25 structures with the same formula, charge and spin comes out at 40.0 kcal per mole.

Here are the Löwdin charges for atoms 1 to 4, given in e: number 1, Sb, carries 0.251; number 2, Se, carries -0.169; number 3, Se, carries 0.031; number 4, Se, carries -0.025